A structure of composition C46H47FeN5O6P2S at a distorted geometry, computed with ωB97M-V/def2-TZVPD.

Results
* LUMO energy (alpha / beta): 0.58 / 1.97 eV
* total charge: -1
* expectation value of S²: 8.93
* 2S+1: 6

Cartesian coordinates (Å):
Fe  -0.180  -0.433  -0.495
S  2.587  0.768  1.550
P  0.610  2.267  -0.951
P  -1.049  -1.619  1.664
O  0.963  -1.790  -1.257
O  3.900  0.325  1.976
O  -3.767  -2.708  -1.759
O  2.488  -3.376  -1.041
O  -0.562  -0.365  -2.927
O  2.511  2.093  0.955
N  1.871  -0.290  0.640
N  -1.620  0.764  0.050
N  -0.499  -2.098  -4.418
N  -1.825  -1.821  -0.718
N  -0.442  0.112  -5.144
C  -0.233  0.815  6.141
C  -2.656  -0.735  1.787
C  1.977  2.281  -2.162
C  -2.488  -3.937  2.337
C  2.577  -1.542  0.480
C  2.144  0.163  4.182
C  0.322  5.038  -1.236
C  -3.523  1.552  0.920
C  1.188  -1.167  6.211
C  -0.529  -2.614  -5.776
C  0.421  -0.268  6.848
C  -0.501  -4.271  1.033
C  -1.941  1.921  -0.623
C  -0.731  0.577  4.898
C  1.567  0.854  3.050
C  -2.696  -5.307  2.378
C  0.747  4.341  1.009
C  1.995  -2.319  -0.681
C  -1.799  -6.164  1.755
C  3.897  3.254  -3.252
C  -1.894  -1.647  5.404
C  -0.010  -1.609  -6.780
C  0.354  1.378  2.838
C  -2.801  -2.248  -1.236
C  -1.386  -3.410  1.671
C  4.170  2.045  -3.876
C  2.285  1.058  -2.758
C  -0.243  1.524  -4.921
C  3.364  0.944  -3.621
C  -0.511  -0.775  -4.094
C  0.571  4.007  -0.328
C  -0.692  -3.122  -3.405
C  -0.715  -0.299  -6.507
C  0.238  6.356  -0.822
C  -1.064  2.356  -1.759
C  2.811  3.369  -2.396
C  0.643  5.662  1.432
C  -2.612  0.523  0.968
C  0.831  -1.793  3.657
C  0.389  6.672  0.521
C  -0.420  -1.424  3.385
C  -3.093  2.448  -0.095
C  1.667  -1.175  4.762
C  -0.703  -5.642  1.084
C  -1.102  -0.748  4.512
C  -0.729  1.644  3.845
H  -0.532  2.615  4.312
H  -0.205  -1.961  -7.795
H  -3.445  -1.399  1.426
H  0.340  -3.883  0.470
H  -1.559  -2.901  -6.033
H  0.481  1.901  -5.647
H  -1.795  -0.413  -6.673
H  3.587  -0.017  -4.066
H  -1.686  1.720  3.324
H  2.589  -1.765  4.808
H  -3.193  -3.279  2.829
H  -3.560  -5.704  2.894
H  -0.443  -2.732  -2.428
H  -1.721  -3.489  -3.422
H  1.623  -1.956  6.815
H  0.122  1.691  1.826
H  -0.006  -6.298  0.580
H  -1.302  -2.508  5.731
H  0.049  7.136  -1.549
H  -1.158  1.642  -2.572
H  0.994  3.578  1.726
H  5.022  1.955  -4.537
H  -2.860  -0.499  2.836
H  2.633  4.310  -1.894
H  0.198  4.809  -2.289
H  0.162  1.694  -3.932
H  -0.370  0.497  -7.168
H  0.363  -0.329  7.931
H  -3.573  3.360  -0.413
H  -2.745  -2.055  4.847
H  -1.175  2.092  -5.025
H  -1.341  3.353  -2.101
H  0.774  5.894  2.481
H  -0.144  1.828  6.516
H  3.201  0.345  4.323
H  0.316  7.701  0.850
H  1.696  0.174  -2.534
H  1.407  -2.347  2.922
H  -2.274  -1.118  6.277
H  -4.408  1.632  1.530
H  -0.012  -3.947  -3.628
H  3.641  -1.402  0.275
H  2.525  -2.199  1.357
H  1.067  -1.471  -6.662
H  0.067  -3.530  -5.789
H  4.539  4.109  -3.417
H  -1.961  -7.233  1.784

***

The molecule C3H2F2INO at a distorted geometry, computed with ωB97M-V/def2-TZVPD.

Results
* SMILES: C=C(N=O)C(F)(F)I
* LUMO energy (alpha / beta): -1.27 / -1.27 eV
* total charge: 0

Cartesian coordinates (Å):
I  0.013  2.029  1.798
F  1.759  0.956  -0.295
F  -0.078  1.715  -1.031
O  1.766  -1.377  -1.263
N  0.762  -1.547  -0.579
C  0.488  1.047  0.016
C  0.004  -0.552  -0.034
C  -1.258  -0.754  0.362
H  -1.785  -1.732  0.400
H  -1.671  0.215  0.626

***

The molecule C17H22ClN3OS at a distorted geometry, computed with ωB97M-V/def2-TZVPD.

Results
* SMILES: CCCOc1ccc(Cc2c(Cl)nc(SC)nc2N(C)C)cc1
* LUMO energy: 0.64 eV
* total charge: 0

Cartesian coordinates (Å):
Cl  3.400  0.352  1.299
S  1.249  -3.094  4.543
O  0.344  -0.755  -4.191
N  2.124  -1.192  2.872
N  -1.265  1.071  3.054
N  0.013  -0.849  3.672
C  -0.957  2.325  3.885
C  1.973  -0.093  2.067
C  0.319  -0.142  -2.862
C  -0.186  0.218  2.913
C  1.545  0.357  -2.428
C  -0.863  1.131  -5.981
C  -0.813  -0.111  -2.016
C  1.667  1.178  -1.309
C  0.542  1.730  0.948
C  -0.643  0.447  -0.813
C  2.563  -4.259  3.756
C  -0.921  -1.107  -4.733
C  0.544  1.085  -0.387
C  -1.708  0.110  -5.107
C  1.201  -1.560  3.726
C  0.743  0.574  2.009
C  -2.481  0.357  3.623
H  2.622  1.698  -1.157
H  -1.318  2.166  -5.970
H  -2.569  -0.344  -5.600
H  -3.306  0.910  3.562
H  -1.551  0.456  -0.191
H  2.457  0.207  -3.024
H  -1.716  -0.474  -2.409
H  -0.630  1.993  4.948
H  2.152  -4.598  2.715
H  -0.608  -1.621  -5.652
H  -0.334  2.303  1.020
H  2.705  -5.138  4.386
H  -1.794  3.054  4.000
H  -2.083  0.570  -4.255
H  -2.477  -0.627  3.010
H  -0.782  0.700  -7.016
H  3.546  -3.727  3.665
H  -1.562  -1.838  -4.137
H  -0.210  2.927  3.398
H  0.115  1.244  -5.568
H  1.399  2.408  1.038
H  -2.450  -0.042  4.697

***

Short version: energy above the lowest of the compared OMol25 structures with the same formula, charge and spin = 0.0, 37.8, 244.5 kJ/mol, in the order given.